# 1
The following is a quantum chemistry calculation of 9 unconnected molecules or ions with the total composition C21H44BrIN19O9 at a distorted geometry, from OMol25.

Computed properties:
gap between HOMO and LUMO: 5.9 eV
net charge: +1
LUMO level: -4.8 eV

XYZ file:
```
95
Properties=species:S:1:pos:R:3:forces:R:3
O -0.109 -4.756 4.185 -0.5 1.9 -0.3
C -0.239 -3.547 4.000 0.6 -1.9 0.7
C -1.484 -3.036 3.206 -1.1 -0.4 -0.2
C -2.618 -2.382 4.129 0.7 0.5 -0.3
C -2.984 -0.934 3.671 -1.2 3.7 0.9
C -3.362 0.166 4.646 0.6 -1.0 -4.9
C -3.628 1.448 3.926 0.0 -0.1 1.4
I -4.161 3.118 5.227 0.4 -1.1 -1.0
N -3.575 1.780 2.613 -0.1 -0.7 1.6
N -3.268 0.800 1.791 0.5 -2.3 2.2
Br -3.157 1.159 -0.052 -0.1 -0.2 0.8
C -2.996 -0.459 2.268 0.7 -1.7 0.1
N 0.791 -2.659 4.533 -1.3 -0.3 -2.9
C 1.050 -1.705 3.426 0.6 1.9 -0.7
C 0.371 -0.390 3.566 1.7 -0.6 -2.6
C 0.534 0.613 2.485 1.0 -2.4 -0.1
C 1.362 0.296 1.293 -0.4 -1.9 2.0
C 2.027 -1.039 1.189 -1.4 0.3 2.1
C 1.892 -2.084 2.259 -1.8 3.6 0.2
H -1.246 -2.358 2.348 0.2 -0.6 0.9
H -1.960 -3.954 2.751 0.9 0.9 0.5
H -3.537 -3.032 4.139 0.8 0.8 -0.1
H -2.244 -2.339 5.188 -0.6 0.3 -0.9
H -3.417 -0.010 5.751 0.1 0.3 -0.9
H -2.716 -1.221 1.487 -0.4 1.1 0.8
H 1.594 -3.287 4.665 -0.3 0.4 0.2
H -0.270 -0.205 4.467 0.9 -0.2 -0.9
H 0.023 1.604 2.580 0.6 -1.0 -0.2
H 1.453 1.045 0.468 0.1 -1.0 0.8
H 2.621 -1.290 0.282 -0.5 0.4 0.9
H 2.354 -3.098 2.191 -0.4 1.1 0.0
C -2.835 -0.939 8.495 0.1 0.0 0.5
O -3.059 -1.124 7.299 0.0 0.1 -0.2
N -1.740 -1.441 9.115 0.3 -0.2 -0.3
N -3.665 -0.220 9.290 -0.3 0.2 -0.2
H -1.538 -1.304 10.087 0.0 0.0 0.0
H -1.102 -1.980 8.555 0.0 0.0 0.1
H -4.489 0.167 8.863 0.0 0.0 0.1
H -3.501 -0.058 10.266 0.0 0.0 0.0
C 2.360 0.785 -2.757 0.0 -0.1 -0.2
O 1.737 1.127 -1.755 -0.1 0.0 0.1
N 3.038 -0.388 -2.838 0.1 -0.2 0.2
N 2.422 1.556 -3.872 -0.1 0.4 0.0
H 3.553 -0.682 -3.651 0.1 -0.1 -0.1
H 3.016 -0.986 -2.033 0.0 0.0 -0.1
H 1.932 2.435 -3.851 0.2 0.0 -0.1
H 2.924 1.299 -4.703 0.0 -0.1 0.0
C 4.670 4.850 -3.762 -0.1 0.0 0.0
O 3.474 4.970 -3.991 0.0 0.0 0.1
N 5.568 5.836 -4.025 0.0 0.4 -0.1
N 5.200 3.718 -3.225 -0.1 -0.4 0.2
H 6.552 5.758 -3.845 0.0 0.0 0.0
H 5.211 6.687 -4.423 0.0 -0.1 0.0
H 4.561 2.969 -3.018 0.1 0.0 0.0
H 6.175 3.596 -3.028 0.0 0.0 0.0
C 5.052 -3.225 -5.267 0.4 0.0 0.1
O 4.901 -2.014 -5.395 -0.3 0.2 0.2
N 4.073 -4.120 -5.567 -0.6 0.0 -0.2
N 6.204 -3.776 -4.817 0.4 0.4 -0.2
H 4.177 -5.112 -5.468 0.1 0.1 0.1
H 3.202 -3.750 -5.905 0.1 0.0 0.0
H 6.951 -3.147 -4.584 -0.1 0.0 -0.1
H 6.344 -4.764 -4.704 -0.2 0.0 0.3
C -1.912 5.206 -1.580 0.0 0.3 -0.2
O -3.090 5.393 -1.845 -0.1 -0.1 0.0
N -0.940 6.104 -1.880 0.0 0.3 -0.1
N -1.476 4.074 -0.959 -0.1 -0.5 0.2
H 0.032 5.967 -1.671 0.0 0.0 -0.1
H -1.224 6.952 -2.339 0.1 -0.1 0.0
H -2.171 3.388 -0.725 0.2 0.3 0.0
H -0.516 3.895 -0.731 0.0 0.0 -0.1
C -5.490 -2.934 -0.594 -0.3 -0.5 -0.3
O -5.893 -4.070 -0.438 0.1 0.2 0.1
N -5.459 -2.324 -1.809 0.0 0.1 -0.3
N -5.030 -2.171 0.445 0.4 0.2 0.7
H -5.130 -1.389 -1.958 0.0 0.0 0.0
H -5.790 -2.856 -2.596 0.0 0.0 0.1
H -5.040 -2.591 1.358 -0.1 0.0 -0.1
H -4.692 -1.232 0.343 -0.2 -0.1 -0.2
C -5.673 8.731 -3.695 0.1 0.4 0.0
O -5.748 9.931 -3.904 0.0 -0.1 0.0
N -6.701 7.876 -3.956 -0.5 -0.2 -0.1
N -4.558 8.143 -3.185 0.3 -0.2 0.1
H -6.660 6.888 -3.792 0.1 0.1 0.0
H -7.543 8.273 -4.334 0.1 0.0 0.0
H -3.779 8.743 -2.980 -0.1 0.0 0.0
H -4.474 7.157 -3.005 0.1 0.0 0.1
C 5.997 -7.253 -3.096 0.1 -0.1 0.1
O 5.847 -6.042 -3.223 0.0 -0.3 -0.1
N 5.019 -8.147 -3.396 -0.4 0.0 -0.2
N 7.154 -7.802 -2.644 0.3 0.1 0.1
H 5.121 -9.140 -3.300 0.0 0.0 0.0
H 4.148 -7.778 -3.733 0.1 -0.1 0.1
H 7.901 -7.171 -2.411 -0.1 -0.1 0.0
H 7.298 -8.788 -2.533 0.0 0.0 0.0
```
Forces are in eV/Å.

***

# 2
The following is a quantum chemistry calculation of 2 unconnected molecules or ions with the total composition C21H44IN2O6P at a distorted geometry, from OMol25.

Computed properties:
gap between HOMO and LUMO: 7.8 eV
SMILES string: CCCCCCCCCCCCC[C@]1(O)NC(=O)[C@@](C)(I)[C@H]1N.COP(=O)(OC)OC
LUMO level: -1.6 eV

XYZ file:
```
75
Properties=species:S:1:pos:R:3:forces:R:3
C 8.393 -3.762 -0.442 -0.9 0.9 0.0
C 7.352 -2.673 -0.873 0.1 -0.1 -0.7
C 7.041 -2.677 -2.421 -1.0 0.5 1.0
C 5.486 -2.537 -2.597 1.2 0.9 -0.1
C 5.103 -1.094 -2.205 -1.5 0.0 -0.1
C 3.563 -0.812 -2.289 0.8 0.7 0.4
C 3.328 0.607 -1.645 -0.3 -0.9 0.5
C 2.484 0.510 -0.320 -0.3 0.3 -1.1
C 1.049 1.032 -0.665 1.0 -0.2 0.7
C 0.047 0.893 0.504 -0.6 0.3 -0.4
C -0.880 -0.352 0.440 -0.1 0.1 0.5
C -1.548 -0.608 -0.943 0.2 0.6 0.1
C -3.110 -0.685 -0.899 1.9 -0.9 -0.6
C -3.564 -2.168 -1.059 -1.0 0.4 0.6
O -2.770 -3.067 -0.300 -0.7 0.4 0.7
N -3.546 -2.735 -2.402 -1.1 1.7 -1.0
C -4.859 -2.925 -2.903 1.2 -1.5 4.0
O -5.153 -2.972 -4.033 -0.8 0.1 -2.7
C -5.801 -3.110 -1.661 -0.4 1.7 -0.7
C -7.187 -2.553 -2.069 -0.1 -0.7 0.4
I -5.948 -5.100 -0.874 0.2 0.3 -0.3
C -5.097 -2.109 -0.706 0.1 -0.2 -0.4
N -5.460 -2.033 0.698 0.6 -0.3 -0.5
H 7.975 -4.314 0.413 0.5 0.1 -0.2
H 9.319 -3.242 -0.158 -0.1 -0.6 -0.1
H 8.539 -4.448 -1.286 0.3 0.1 0.4
H 6.385 -2.790 -0.352 0.5 -0.2 0.0
H 7.693 -1.658 -0.607 0.0 -0.5 0.1
H 7.440 -3.568 -2.925 -0.1 0.3 0.2
H 7.472 -1.749 -2.839 0.1 -0.6 -0.2
H 4.973 -3.245 -1.925 0.1 0.1 -0.5
H 5.209 -2.684 -3.655 -0.1 -0.2 0.4
H 5.379 -0.835 -1.166 0.1 -0.4 -0.4
H 5.571 -0.325 -2.847 0.2 -0.5 0.1
H 3.014 -1.578 -1.713 0.1 0.2 -0.3
H 3.205 -0.838 -3.330 0.2 -0.1 0.3
H 4.305 1.067 -1.416 -0.4 -0.1 -0.3
H 2.792 1.248 -2.364 0.3 0.0 0.3
H 2.445 -0.544 0.010 0.0 0.4 0.0
H 2.934 1.103 0.492 -0.2 -0.1 -0.3
H 1.186 2.088 -0.961 -0.3 -0.4 0.2
H 0.758 0.498 -1.584 -0.2 0.1 0.4
H 0.588 0.924 1.468 -0.2 -0.1 -0.4
H -0.614 1.780 0.528 0.3 -0.3 -0.1
H -0.351 -1.245 0.821 -0.2 0.2 -0.4
H -1.696 -0.178 1.170 0.4 -0.1 -0.2
H -1.095 -1.518 -1.371 -0.4 0.3 0.0
H -1.292 0.225 -1.623 0.0 -0.3 0.3
H -3.513 -0.069 -1.720 -0.1 -0.3 0.3
H -3.459 -0.284 0.064 -0.1 -0.2 -0.3
H -2.998 -2.936 0.635 0.3 0.0 -0.2
H -3.080 -2.177 -3.119 0.6 -0.3 0.4
H -7.603 -3.109 -2.923 0.2 0.2 0.3
H -7.074 -1.491 -2.340 -0.1 -0.4 0.0
H -7.894 -2.652 -1.228 0.2 0.2 -0.3
H -5.366 -1.117 -1.118 -0.1 -0.4 0.0
H -6.466 -1.895 0.737 0.2 -0.2 0.4
H -5.194 -2.889 1.180 -0.4 0.0 0.0
C 0.617 5.741 4.533 0.3 0.2 -0.2
O -0.157 5.516 3.335 -0.5 -1.4 3.3
P -1.597 4.625 3.470 -2.5 1.0 -7.3
O -1.445 3.864 2.190 0.4 -0.3 1.2
O -2.499 5.964 3.236 0.1 -0.2 1.1
C -2.368 7.062 4.138 0.1 0.2 -0.2
O -2.929 3.843 4.116 1.8 0.9 1.9
C -3.288 2.564 3.612 0.1 -0.7 0.2
H 1.641 5.417 4.353 0.0 0.0 0.0
H 0.618 6.807 4.767 0.0 0.0 0.0
H 0.221 5.190 5.387 0.1 0.0 0.1
H -1.672 7.794 3.721 0.0 0.0 0.1
H -2.018 6.745 5.122 -0.1 0.1 0.1
H -3.342 7.537 4.251 0.0 -0.1 0.0
H -2.428 1.896 3.568 -0.1 0.0 -0.2
H -3.739 2.671 2.626 0.2 0.1 0.0
H -4.026 2.137 4.292 0.1 0.2 0.1
```
Forces are in eV/Å.

***

# 3
The following is a quantum chemistry calculation of 3 unconnected molecules or ions with the total composition C21H44N7OS at a distorted geometry, from OMol25.

Computed properties:
gap between HOMO and LUMO: 6.3 eV
net charge: +1
LUMO level: -2.9 eV

XYZ file:
```
74
Properties=species:S:1:pos:R:3:forces:R:3
C -0.901 -1.575 -5.677 -0.1 0.0 0.2
C -0.977 -0.382 -4.823 -0.4 0.6 0.1
N -1.930 0.545 -4.887 0.3 -1.0 -0.7
N -1.778 1.505 -3.977 -1.2 1.2 0.0
C -0.726 1.189 -3.327 0.6 -0.9 -0.1
N -0.196 0.019 -3.830 1.0 0.0 0.4
C 0.998 -0.650 -3.288 -0.4 -0.5 0.2
C 0.637 -1.344 -1.975 0.2 0.3 -0.2
C 1.844 -1.678 -1.104 -0.6 -0.2 0.5
C 1.443 -2.758 -0.067 0.0 0.6 -0.8
S 2.244 -2.532 1.531 0.1 -0.9 0.3
C 1.131 -1.525 2.404 -0.4 -0.1 -0.4
N 1.452 -0.362 2.796 0.8 1.3 0.1
N 0.382 0.160 3.494 0.6 0.5 0.2
C -0.509 -0.745 3.467 -0.4 0.6 0.3
O -0.143 -1.837 2.801 0.0 -1.2 -0.4
H -1.714 -2.243 -5.409 -0.1 -0.2 0.0
H -1.024 -1.290 -6.712 0.1 0.0 -0.3
H 0.033 -2.093 -5.534 0.2 -0.2 -0.1
H -2.691 0.490 -5.546 -0.3 0.5 0.1
H -0.282 1.703 -2.500 0.0 0.3 0.2
H 1.815 0.055 -3.200 -0.1 0.3 0.1
H 1.299 -1.396 -4.010 0.2 -0.1 -0.2
H 0.048 -2.228 -2.211 0.0 -0.2 0.0
H -0.015 -0.693 -1.398 -0.2 0.1 0.1
H 2.706 -2.003 -1.677 0.2 0.0 -0.1
H 2.107 -0.789 -0.544 0.3 0.3 -0.1
H 0.364 -2.743 0.028 -0.2 -0.1 0.4
H 1.708 -3.731 -0.465 0.1 -0.3 0.3
H -1.463 -0.609 3.934 -0.4 -0.6 -0.1
C -8.042 0.289 -2.613 0.0 0.0 0.0
C -6.584 -0.050 -2.881 -0.2 0.0 -0.1
N -5.808 -0.246 -1.670 0.2 0.0 0.0
C -4.383 -0.291 -1.904 0.1 0.2 -0.1
C -3.822 -1.453 -2.742 0.1 0.0 0.0
C -6.329 -1.233 -0.736 -0.3 -0.1 0.1
C -6.524 -2.669 -1.241 0.1 0.0 0.1
H -8.127 1.159 -1.961 0.0 0.0 0.0
H -8.544 0.520 -3.553 0.0 0.0 0.0
H -8.579 -0.542 -2.156 0.0 0.0 0.0
H -6.142 0.787 -3.431 0.1 0.0 0.0
H -6.543 -0.923 -3.552 0.0 0.0 0.0
H -3.867 -0.274 -0.939 -0.1 -0.1 0.0
H -4.101 0.649 -2.393 -0.1 0.0 0.0
H -3.801 -2.384 -2.179 0.0 -0.1 -0.1
H -2.789 -1.223 -3.028 0.0 0.0 0.1
H -4.388 -1.613 -3.662 -0.1 0.0 0.0
H -7.291 -0.870 -0.368 0.0 0.0 -0.1
H -5.686 -1.246 0.147 0.1 0.1 -0.1
H -6.988 -2.702 -2.228 0.0 0.0 0.0
H -7.178 -3.211 -0.557 0.0 0.0 0.0
H -5.585 -3.221 -1.284 0.0 0.0 -0.1
C 5.391 4.640 3.652 0.0 0.0 0.0
C 4.827 3.262 3.965 0.0 0.2 0.1
N 5.717 2.179 3.593 0.0 -0.2 -0.2
C 5.080 0.873 3.630 -0.2 -0.1 -0.1
C 4.601 0.346 4.986 0.0 -0.2 0.0
C 7.058 2.247 4.150 0.2 0.2 0.1
C 7.204 2.290 5.677 0.1 -0.1 0.0
H 5.668 4.718 2.600 0.0 0.0 0.0
H 4.638 5.401 3.863 0.0 0.0 0.0
H 6.266 4.873 4.260 0.0 0.0 0.0
H 3.899 3.141 3.399 0.0 -0.1 0.0
H 4.548 3.229 5.030 0.0 0.0 0.0
H 5.757 0.139 3.184 0.1 0.1 0.0
H 4.216 0.908 2.957 0.0 0.1 0.0
H 5.431 0.005 5.605 0.0 0.1 0.1
H 3.944 -0.513 4.833 0.0 0.0 0.0
H 4.034 1.091 5.543 0.0 0.0 0.0
H 7.549 3.133 3.739 -0.1 0.0 0.0
H 7.637 1.406 3.759 -0.1 -0.1 0.0
H 6.495 2.978 6.141 0.0 0.0 0.0
H 8.207 2.632 5.939 0.0 0.0 0.0
H 7.075 1.308 6.129 -0.1 0.0 0.0
```
Forces are in eV/Å.